112
Properties=species:S:1:pos:R:3:forces:R:3:lowdin_charge:R:1 method="wB97M-V/def2-TZVPD" total_charge=+1 max_force_ev_per_a=1.266 homo_ev=-10.0 energy_ev=-173240.4360 homo_lumo_gap_ev=8.1
Ga -0.810746 -0.318684 0.261740 0.38 -0.18 -0.04 0.453
C -2.603453 -2.184159 1.894604 -0.52 0.23 0.19 -0.050
N -1.242524 -2.202713 1.364344 0.04 0.74 -0.49 -0.270
C -1.050762 -3.447126 0.624270 0.17 -0.32 -0.52 -0.040
C -0.285739 -2.110912 2.470580 0.61 0.27 0.47 -0.153
C 1.122114 -1.809072 1.972644 -0.23 -0.50 0.20 -0.135
N 1.185941 -0.489733 1.336568 -0.36 0.02 -0.35 -0.153
C 2.281899 -0.479044 0.342676 0.22 0.09 -0.54 -0.098
C 2.219108 -1.602907 -0.668155 -0.23 0.16 0.00 -0.146
C 3.279956 -2.478417 -0.837322 -0.08 -0.10 -0.14 0.024
C 3.239979 -3.469282 -1.807674 0.12 0.05 0.12 -0.163
C 2.151428 -3.487248 -2.676071 -0.09 0.06 0.11 0.028
C 1.068516 -2.631224 -2.556362 -0.04 0.14 0.10 -0.080
C 1.082112 -1.745857 -1.467367 0.21 0.04 0.26 -0.278
O 0.004375 -1.007359 -1.219127 0.06 -0.72 -0.45 -0.168
C -0.095718 -2.602349 -3.555016 -0.13 0.00 0.13 -0.427
C -0.191394 -1.205458 -4.253141 0.34 -0.43 -0.06 -0.083
C -1.402730 -3.058320 -2.897292 0.04 0.08 0.05 -0.024
C 0.169968 -3.588685 -4.707047 -0.01 0.21 0.17 -0.051
C 4.343837 -4.499966 -1.983555 0.11 -0.10 -0.04 -0.559
C 3.747342 -5.914747 -1.915120 0.10 0.18 0.01 -0.041
C 5.003114 -4.280086 -3.352999 -0.03 -0.07 0.19 -0.037
C 5.406187 -4.384337 -0.888768 -0.20 -0.01 -0.21 -0.063
C 1.400627 0.563667 2.359016 -0.14 0.26 0.34 -0.079
C 0.556038 1.820003 2.339729 -0.18 -0.15 -0.05 -0.142
C 1.156689 3.018555 2.702285 -0.22 0.04 0.08 -0.011
C 0.400645 4.159077 2.929858 0.17 -0.05 -0.01 -0.168
C -0.981825 4.049532 2.820912 0.04 -0.21 -0.05 0.025
C -1.633526 2.878729 2.458652 -0.05 -0.09 0.00 -0.089
C -0.834069 1.757387 2.162509 0.36 0.10 0.03 -0.269
O -1.377449 0.600928 1.732451 -0.32 -0.10 0.32 -0.109
C -3.154788 2.860858 2.316457 -0.19 0.01 -0.17 -0.518
C -3.824272 3.950675 3.164453 0.18 -0.09 -0.11 -0.052
C -3.465602 3.132924 0.837951 -0.02 -0.13 0.12 -0.028
C -3.781234 1.525942 2.742514 0.00 0.03 -0.18 -0.040
C 1.014891 5.502047 3.286642 0.10 0.16 0.04 -0.558
C 0.398326 6.033254 4.587674 0.09 -0.06 -0.11 -0.038
C 0.712349 6.496973 2.158368 0.05 -0.10 0.19 -0.039
C 2.531922 5.417335 3.474095 -0.27 0.01 -0.02 -0.059
H -2.786383 -3.057820 2.525747 0.00 -0.05 -0.02 0.110
H -3.313491 -2.180377 1.067778 -0.03 -0.08 0.01 0.103
H -2.750688 -1.281282 2.480699 0.00 0.02 0.04 0.079
H -1.059263 -4.305541 1.303090 -0.04 0.05 0.06 0.112
H -0.111410 -3.437139 0.075724 0.01 -0.02 -0.01 0.090
H -1.854968 -3.566062 -0.098354 0.00 0.02 0.00 0.094
H -0.275620 -3.039642 3.052032 -0.11 -0.02 -0.06 0.143
H -0.610901 -1.297295 3.121409 -0.06 -0.10 0.02 0.127
H 1.423901 -2.552972 1.232501 -0.02 0.03 0.17 0.119
H 1.829336 -1.874716 2.809957 -0.05 0.01 -0.09 0.146
H 3.246296 -0.533171 0.867367 -0.08 0.05 -0.03 0.134
H 2.221281 0.483619 -0.181886 0.06 -0.12 0.19 0.116
H 4.134280 -2.373798 -0.189672 0.16 -0.02 0.12 0.109
H 2.155340 -4.223533 -3.457343 0.00 -0.12 -0.23 0.095
H -1.027329 0.575380 -4.565030 -0.08 -0.08 0.29 0.119
H -0.549948 -1.399397 -5.270859 0.02 0.09 0.09 0.123
H 0.831952 -0.821096 -4.322775 -0.14 -0.01 -0.16 0.141
H -1.715666 -2.376556 -2.111219 -0.04 -0.14 0.00 0.064
H -1.258272 -4.052829 -2.478680 0.05 -0.10 0.05 0.097
H -2.195987 -3.123720 -3.638873 -0.10 -0.01 0.00 0.087
H 1.063372 -3.315918 -5.263449 0.14 -0.05 -0.11 0.097
H -0.674624 -3.596493 -5.393135 -0.07 0.05 -0.04 0.091
H 0.282834 -4.598718 -4.321627 0.04 -0.08 0.00 0.092
H 3.039181 -6.096913 -2.718918 -0.09 -0.03 -0.09 0.076
H 3.234969 -6.069328 -0.966982 -0.06 -0.02 0.09 0.089
H 4.540935 -6.654072 -1.994844 0.08 -0.11 -0.04 0.087
H 4.286897 -4.431461 -4.157443 -0.03 -0.01 -0.11 0.077
H 5.825242 -4.979146 -3.492797 0.10 -0.06 -0.05 0.088
H 5.387003 -3.263772 -3.428345 0.08 0.05 -0.03 0.091
H 4.958299 -4.518147 0.093710 0.01 0.03 0.16 0.087
H 5.906149 -3.420408 -0.931689 0.12 0.12 0.08 0.084
H 6.156868 -5.158346 -1.019031 0.11 -0.09 -0.05 0.087
H 2.456163 0.859134 2.343994 -0.08 -0.09 0.01 0.132
H 1.215749 0.110525 3.340954 0.09 -0.03 -0.13 0.140
H 2.228666 3.040505 2.823209 0.16 -0.01 0.03 0.110
H -1.577529 4.921006 3.026009 -0.11 0.14 0.04 0.100
H -3.618547 4.947513 2.784340 0.04 0.15 0.02 0.079
H -3.499081 3.886799 4.199551 0.02 0.06 0.17 0.096
H -4.903005 3.815606 3.140893 -0.08 -0.01 -0.03 0.087
H -3.063776 4.102767 0.549080 0.03 0.13 -0.09 0.088
H -4.540357 3.151925 0.675554 -0.20 0.01 -0.06 0.093
H -3.033858 2.365637 0.195863 0.04 -0.03 -0.05 0.053
H -3.446028 1.253728 3.741954 0.00 -0.13 0.10 0.100
H -3.524483 0.733139 2.047857 -0.04 -0.01 0.10 0.048
H -4.865576 1.619387 2.755788 -0.10 0.09 0.07 0.088
H -0.663866 6.232278 4.477109 -0.13 0.01 0.02 0.078
H 0.882193 6.966329 4.863801 0.04 0.14 0.07 0.087
H 0.532979 5.323454 5.400191 0.01 -0.08 0.10 0.094
H -0.358757 6.599223 2.010110 -0.15 0.04 -0.07 0.080
H 1.162762 6.173518 1.221523 0.06 -0.03 -0.14 0.079
H 1.113510 7.473202 2.414591 0.07 0.19 -0.03 0.089
H 2.789708 4.715426 4.263681 0.09 -0.09 0.08 0.089
H 2.916212 6.393598 3.757914 0.06 0.10 0.01 0.089
H 3.033115 5.117553 2.555354 0.10 -0.05 -0.09 0.080
Se -0.405013 1.469167 -2.299960 0.08 0.56 -0.45 1.200
N -1.723310 0.820882 -1.220605 0.65 -0.20 1.07 -0.327
C -2.664723 0.168802 -1.994130 -0.21 -0.05 -0.44 -0.371
C -3.952314 -0.067093 -1.503481 0.09 -0.05 0.01 -0.022
C -4.922570 -0.603377 -2.322365 0.01 -0.11 0.02 -0.067
C -4.627555 -0.957331 -3.632714 -0.03 -0.05 -0.13 -0.076
C -3.343453 -0.790039 -4.116804 0.02 0.05 0.07 -0.035
C -2.361866 -0.248703 -3.302099 -0.54 0.04 0.19 -0.265
N -1.002460 -0.050837 -3.756164 0.18 0.65 0.13 -0.158
H -4.177543 0.213246 -0.484981 -0.07 0.15 0.10 0.107
H -5.928384 -0.721394 -1.947921 -0.07 -0.07 0.05 0.110
H -5.399460 -1.357088 -4.270105 -0.06 -0.04 -0.09 0.106
H -3.100035 -1.080037 -5.129752 0.01 -0.03 -0.10 0.123
N 1.401615 2.872674 -0.398231 0.36 0.15 -0.10 -0.025
N 0.016938 3.038631 -0.671428 -0.32 -0.14 -0.08 -0.173
H 1.731420 3.534317 0.304299 -0.18 -0.02 -0.18 0.075
H 1.920885 3.007575 -1.264196 -0.15 0.00 0.17 0.081
H -0.257804 3.999118 -0.906816 0.07 -0.34 0.14 0.116
H -0.521675 2.719706 0.145087 0.20 0.32 -0.25 0.059